1.
A structure of composition C49H29I4N5OPt. Source: the Open Molecules 2025 dataset; level of theory: the ωB97M-V functional and the def2-TZVPD basis.

```
89
Properties=species:S:1:pos:R:3:forces:R:3:lowdin_spin:R:1
Pt -1.2781 -0.7223 0.2282 0.3 0.3 -0.1 0.580
I 7.6538 1.2559 5.8574 0.0 0.0 0.0 0.000
C 6.1788 1.0170 4.3902 0.0 0.0 0.0 -0.002
C 6.4717 0.3103 3.2343 0.0 0.0 0.0 0.000
C 5.4921 0.1529 2.2658 0.0 0.0 0.0 -0.002
C 4.2203 0.6945 2.4402 0.0 0.0 0.0 -0.002
C 3.9479 1.3966 3.6131 0.0 0.0 0.0 -0.003
C 4.9210 1.5634 4.5872 0.0 0.0 0.0 0.000
C 3.1581 0.5197 1.4291 0.0 0.0 -0.1 0.000
C 2.4754 1.5564 0.9038 0.0 -0.1 -0.1 0.085
C 2.2108 2.9811 0.9984 -0.1 0.2 0.0 0.002
C 1.0932 2.8052 0.2584 0.0 0.0 0.1 0.060
C 0.6057 0.3117 0.6095 -0.4 -0.2 0.0 0.037
C -0.2418 0.5231 1.7736 0.0 0.1 0.0 0.019
C 0.0304 -0.0064 3.1151 0.0 0.0 0.1 0.002
C -0.2247 0.8098 4.2189 0.0 0.0 -0.1 0.003
C 0.1057 0.4064 5.5041 0.0 0.0 0.0 0.001
C 0.6983 -0.8298 5.6971 0.0 0.0 0.0 0.002
I 1.2237 -1.4412 7.6307 0.0 0.0 -0.1 0.000
C 0.9391 -1.6700 4.6196 0.0 0.0 0.0 0.001
C 0.5995 -1.2642 3.3404 0.0 0.0 0.0 0.004
C -1.1892 1.6877 1.4525 0.0 -0.1 -0.1 0.081
N -1.7793 1.2733 0.3218 -0.1 0.0 -0.1 0.256
C -2.2150 2.2566 -0.4757 -0.1 -0.1 0.1 0.042
C -2.3172 1.9299 -1.8774 -0.1 0.1 -0.1 0.319
C -2.9831 2.8665 -2.7798 0.1 -0.1 0.1 0.032
C -4.2218 3.4201 -2.4347 0.0 0.1 0.0 0.044
C -4.8595 4.3347 -3.2582 0.0 0.0 0.0 -0.004
C -4.2582 4.7109 -4.4488 0.0 0.0 0.0 0.048
I -5.2136 6.0927 -5.7015 0.0 0.0 0.0 0.008
C -3.0276 4.1857 -4.8178 0.0 0.0 0.0 -0.004
C -2.3990 3.2734 -3.9872 -0.1 -0.1 -0.1 0.042
C -1.6339 0.7572 -2.4214 0.2 0.0 0.0 0.051
C -1.6520 0.2031 -3.7174 0.0 0.1 0.0 0.102
C -0.7788 -0.9038 -3.7303 0.1 0.0 0.0 0.074
C -0.2268 -0.9916 -2.4436 -0.1 0.0 0.0 0.086
N -0.7418 0.0039 -1.6906 -0.2 0.0 0.0 0.093
C 0.6834 -1.9454 -1.8168 0.0 -0.1 0.1 0.303
C 1.4201 -1.8281 -0.6130 0.0 0.0 -0.1 0.010
C 2.5612 -2.6283 -0.3177 0.0 0.0 0.0 0.151
C 3.3741 -1.9680 0.6013 0.0 0.1 0.0 -0.004
C 2.7482 -0.7702 0.9241 0.0 -0.1 0.1 0.144
N 1.4929 -0.7877 0.3455 0.0 -0.1 0.2 0.049
C 0.9192 -3.1947 -2.5873 0.0 0.0 0.0 0.032
C 1.6386 -3.1698 -3.7793 0.0 0.0 0.0 0.013
C 1.8554 -4.3312 -4.5082 0.0 0.0 0.0 0.000
C 1.3445 -5.5284 -4.0351 0.0 0.0 0.0 0.006
I 1.6689 -7.2906 -5.1264 0.0 0.1 0.0 0.001
C 0.6187 -5.5775 -2.8550 0.0 0.0 0.0 0.000
C 0.4054 -4.4096 -2.1368 0.0 0.0 0.0 0.014
C -2.1206 3.4300 0.3338 0.0 0.0 0.0 0.079
C -1.4618 3.0746 1.5310 0.0 0.0 0.1 0.017
N 1.3056 1.4113 -0.0094 0.1 0.0 0.0 0.013
H 7.4566 -0.1111 3.0854 0.0 0.0 0.0 0.000
H 5.7236 -0.3826 1.3539 0.0 0.0 0.0 0.000
H 2.9519 1.7936 3.7699 0.0 0.0 0.0 0.000
H 4.6929 2.1026 5.4967 0.0 0.0 0.0 0.000
H 2.7459 3.8243 1.3995 0.0 0.0 0.0 -0.001
H 0.2947 3.3994 -0.1499 0.0 0.0 0.0 0.003
H -0.6844 1.7782 4.0616 0.0 0.0 0.0 0.001
H -0.0955 1.0561 6.3456 0.0 0.0 0.0 0.000
H 1.3851 -2.6434 4.7739 0.0 0.0 0.0 0.000
H 0.7674 -1.9359 2.5074 0.0 0.0 0.0 0.002
H -4.6840 3.1210 -1.5016 0.0 0.0 0.0 0.001
H -5.8199 4.7454 -2.9761 0.0 0.0 0.0 -0.001
H -2.5571 4.4934 -5.7423 0.0 0.0 0.0 -0.001
H -1.4368 2.8642 -4.2657 0.0 0.0 0.0 0.001
H -2.2162 0.5752 -4.5590 0.0 0.0 0.0 0.005
H -0.5690 -1.5448 -4.5725 0.0 0.0 0.0 0.003
H 2.8081 -3.5347 -0.8446 0.0 0.0 0.0 0.009
H 4.3560 -2.2774 0.9199 0.0 0.0 0.0 -0.004
H 2.0388 -2.2282 -4.1356 0.0 0.0 0.0 0.001
H 2.4206 -4.3013 -5.4301 0.0 0.0 0.0 0.000
H 0.2121 -6.5148 -2.4996 0.0 0.0 0.0 0.000
H -0.1905 -4.4186 -1.2324 0.0 0.0 0.0 0.000
H -2.4134 4.4302 0.0495 0.0 0.0 0.0 0.007
H -1.1463 3.7638 2.3001 0.0 0.0 0.0 0.000
O -1.9849 -3.4245 -0.1868 0.0 0.0 0.0 0.099
N -2.7005 -2.3249 -0.0953 0.0 0.0 0.1 0.012
C -2.8987 -1.7562 1.1800 0.1 -0.1 0.0 -0.009
C -4.0224 -0.8801 1.3424 -0.1 0.0 0.0 0.004
C -4.8054 -0.5391 0.2920 0.0 0.0 0.1 -0.010
C -4.5464 -1.0991 -0.9929 0.0 0.0 0.0 -0.002
C -3.5340 -1.9725 -1.1615 -0.1 0.0 0.0 -0.005
H -2.5473 -2.3856 1.9869 0.0 0.0 0.0 0.000
H -4.2110 -0.4942 2.3354 0.0 0.0 0.0 0.001
H -5.6309 0.1469 0.4231 0.0 0.0 0.0 -0.001
H -5.1470 -0.8261 -1.8486 0.0 0.0 0.0 0.000
H -3.2501 -2.4556 -2.0843 0.0 0.0 0.0 0.000
```
Positions in Å, forces in eV/Å.

Output
E_LUMO (alpha / beta) (Eh): 0.066 / 0.051
<S²>: 3.8237
Charge: -1
Orbital gap (alpha / beta) (eV): 4.757 / 6.148
Spin multiplicity: 4
Electronic energy (eV): -96423.891


2.
A cluster of 3 separate species, CH10N5 in total. Source: the Open Molecules 2025 dataset; level of theory: the ωB97M-V functional and the def2-TZVPD basis.

```
16
Properties=species:S:1:pos:R:3:forces:R:3:nbo_charge:R:1
C 2.0636 -1.1385 -0.4614 0.5 -1.9 0.2 0.345
N -0.8564 0.6414 -1.5485 0.0 -0.7 -0.4 -1.128
N 1.8654 1.2032 -0.3332 0.0 3.2 -0.4 -0.589
N 2.1214 -0.0053 -0.5503 0.1 -1.1 -0.3 -0.062
N 0.8168 -1.4835 1.5600 2.0 -3.1 0.8 -0.695
N 0.1200 -0.2564 1.4455 2.3 -0.1 3.5 -0.654
H 2.3654 -2.1461 -0.6416 -0.2 -0.2 0.1 0.274
H -1.1358 0.1350 -2.4080 0.4 0.7 0.7 0.391
H -1.7058 0.8184 -1.0198 0.1 0.4 -0.3 0.376
H 0.9123 1.2870 0.1062 1.3 0.5 -0.6 0.460
H 2.3674 1.8179 -1.0305 -1.5 -0.4 1.4 0.427
H 0.3156 -2.4431 1.6531 0.2 2.5 -0.1 0.377
H 1.5397 -1.5106 2.3503 -1.5 0.7 -1.6 0.390
H -0.5164 -0.3594 0.7693 -2.8 -0.6 -3.8 0.360
H -0.4479 -0.1490 2.2601 -0.3 0.5 0.9 0.357
H -0.3657 1.5047 -1.7859 -0.7 -0.3 -0.1 0.370
```
Positions in Å, forces in eV/Å.

Output
Energy above the lowest of the compared OMol25 structures with the same formula, charge and spin (kcal/mol): 98.01
E_LUMO (Eh): -0.124
Charge: +1
Orbital gap (eV): 10.213
Electronic energy (eV): -8639.068